(1)
A molecular structure, C25H46MnN6O2SSi. Source: OMol25; level of theory: ωB97M-V/def2-TZVPD.

CARTESIAN COORDINATES (ANGSTROEM)
Mn1 0.110 -0.255 -0.148
N1 0.630 3.031 1.791
C1 -0.472 3.136 1.040
S1 -0.555 2.334 -0.477
N2 -1.463 3.891 1.499
C2 -2.763 4.085 0.917
C3 -2.898 4.603 -0.361
C4 -4.173 4.806 -0.866
C5 -5.291 4.518 -0.095
C6 -5.138 4.028 1.194
C7 -3.868 3.807 1.705
H1 1.401 2.484 1.446
H2 0.723 3.486 2.684
H3 -1.354 4.273 2.430
H4 -2.026 4.863 -0.942
H5 -4.291 5.216 -1.860
H6 -6.281 4.697 -0.491
H7 -6.004 3.823 1.808
H8 -3.743 3.420 2.709
C8 4.380 1.627 -1.562
C9 3.774 1.036 -0.291
C10 4.301 -0.366 -0.051
C11 4.050 1.931 0.911
N3 2.284 1.022 -0.383
N4 1.673 0.180 -1.401
H9 5.468 1.630 -1.504
H10 4.052 2.656 -1.721
H11 4.112 1.036 -2.441
H12 5.349 -0.307 0.244
H13 4.265 -0.982 -0.950
H14 3.758 -0.872 0.747
H15 5.122 2.058 1.046
H16 3.644 1.490 1.824
H17 3.623 2.927 0.770
H18 1.966 1.966 -0.596
H19 2.307 -0.583 -1.650
H20 1.472 0.720 -2.243
C12 -4.535 -1.464 -0.887
C13 -3.692 -0.716 0.139
C14 -4.010 0.772 0.139
C15 -3.873 -1.303 1.532
N5 -2.234 -0.907 -0.160
N6 -1.727 -0.309 -1.365
H21 -5.596 -1.297 -0.707
H22 -4.360 -2.540 -0.836
H23 -4.332 -1.122 -1.905
H24 -5.010 0.924 0.544
H25 -4.011 1.206 -0.863
H26 -3.307 1.327 0.760
H27 -4.921 -1.255 1.825
H28 -3.279 -0.755 2.263
H29 -3.577 -2.354 1.559
H30 -2.070 -1.905 -0.269
H31 -2.054 0.656 -1.373
H32 -2.045 -0.764 -2.221
C16 1.492 -1.299 3.760
O1 1.680 -1.380 2.300
C17 0.796 -0.795 1.577
O2 -0.182 -0.128 1.890
H33 2.297 -1.894 4.174
H34 0.518 -1.713 4.009
H35 1.568 -0.259 4.064
C18 -0.046 -3.679 0.792
Si1 0.490 -2.733 -0.715
C19 -0.624 -3.085 -2.171
C20 2.245 -3.038 -1.195
C21 2.684 -2.746 -2.497
C22 3.981 -3.028 -2.898
C23 4.861 -3.629 -2.005
C24 4.444 -3.943 -0.720
C25 3.151 -3.642 -0.317
H36 -0.308 -4.694 0.482
H37 -0.927 -3.244 1.270
H38 0.738 -3.748 1.542
H39 -0.312 -4.066 -2.542
H40 -0.516 -2.383 -2.998
H41 -1.681 -3.165 -1.915
H42 1.998 -2.326 -3.227
H43 4.300 -2.808 -3.907
H44 5.868 -3.866 -2.319
H45 5.125 -4.426 -0.034
H46 2.851 -3.897 0.691

Forces on atoms 1 to 6 (eV/Å):
-0.408 0.654 -0.051
-0.039 -0.053 -0.062
0.034 -0.064 -0.051
-0.061 0.012 -0.004
-0.012 -0.095 0.139
0.098 0.062 0.036

Summary:
Energy relative to the best compared isomer or geometry (same formula, charge and spin): 0.606 eV
Maximum force: 0.773 eV/Å
Net charge: +2
HOMO energy (alpha / beta): -0.5060 / -0.5007 hartree
Multiplicity: 4

---

(2)
2 unconnected molecules or ions with the total composition C25H46N2O. Source: OMol25; level of theory: ωB97M-V/def2-TZVPD.

CARTESIAN COORDINATES (ANGSTROEM)
C1 -1.380 2.195 -0.023
C2 0.015 2.767 -0.174
C3 0.441 3.624 -1.546
C4 0.516 2.480 -2.720
C5 1.387 2.899 -4.044
C6 1.689 1.626 -5.069
C7 2.342 0.318 -4.326
C8 3.897 0.502 -3.835
C9 4.331 -0.950 -3.127
C10 4.580 -0.780 -1.492
C11 3.155 -0.726 -0.683
C12 3.454 -0.294 0.883
C13 1.892 4.331 -1.253
C14 3.282 3.426 -1.085
C15 4.694 4.269 -0.841
C16 4.568 5.902 -0.788
N1 3.327 6.740 -0.909
C17 2.068 5.957 -1.150
H1 -1.583 1.306 0.747
H2 -2.308 2.549 -0.645
H3 0.757 2.527 0.699
H4 -0.605 2.319 -3.099
H5 0.832 1.474 -2.212
H6 0.730 3.667 -4.677
H7 2.428 3.387 -3.824
H8 0.734 1.381 -5.701
H9 2.505 2.017 -5.845
H10 2.354 -0.553 -5.142
H11 1.728 -0.101 -3.423
H12 4.671 0.631 -4.734
H13 4.060 1.313 -3.007
H14 5.250 -1.452 -3.649
H15 3.400 -1.689 -3.224
H16 5.248 -1.658 -1.076
H17 5.205 0.220 -1.342
H18 2.590 -1.766 -0.760
H19 2.472 0.102 -1.185
H20 2.874 -1.006 1.622
H21 3.114 0.812 1.115
H22 4.614 -0.399 1.131
H23 3.266 2.249 -1.140
H24 5.717 3.676 -0.746
H25 5.593 6.495 -0.633
H26 1.064 6.594 -1.270
C18 -4.728 -2.894 0.598
C19 -4.828 -3.121 2.101
N2 -3.530 -3.647 2.760
C20 -3.190 -5.016 2.119
C21 -3.782 -3.964 4.255
C22 -4.126 -2.789 5.150
C23 -2.285 -2.738 2.523
C24 -2.414 -1.253 2.907
O1 -3.426 -0.603 2.150
C25 -4.049 0.475 2.837
H27 -4.555 -3.825 0.051
H28 -5.676 -2.485 0.232
H29 -3.945 -2.186 0.322
H30 -5.604 -3.869 2.302
H31 -5.127 -2.207 2.611
H32 -4.062 -5.668 2.217
H33 -2.332 -5.439 2.651
H34 -2.932 -4.869 1.068
H35 -2.882 -4.465 4.633
H36 -4.610 -4.689 4.277
H37 -3.223 -2.273 5.489
H38 -4.609 -3.157 6.060
H39 -4.807 -2.069 4.694
H40 -2.056 -2.810 1.452
H41 -1.460 -3.198 3.079
H42 -1.464 -0.759 2.670
H43 -2.564 -1.127 3.977
H44 -3.447 0.857 3.667
H45 -5.016 0.128 3.219
H46 -4.234 1.282 2.126

Forces on atoms 1 to 6 (eV/Å):
3.062 0.726 0.123
-3.566 -0.398 -1.518
1.656 -1.465 2.709
-0.686 0.414 -0.138
-0.355 -0.447 -0.758
0.672 0.700 0.277

Summary:
Energy relative to the best compared isomer or geometry (same formula, charge and spin): 10.696 eV
Maximum force: 6.309 eV/Å
Net charge: 0
HOMO energy: -0.1546 hartree
Multiplicity: 1